[1]
71
Properties=species:S:1:pos:R:3:forces:R:3:mulliken_spin:R:1 method="wB97M-V/def2-TZVPD" charge=+1 lumo_ha="-0.1666 / -0.2407" homo_lumo_gap_ev="7.63 / 5.62" e_homo_ev="-12.17 / -12.17" spin_multiplicity=5
Pt 1.95277 1.37481 2.99293 -1.178 0.380 -2.291 1.730
Pt 4.60098 0.09331 -1.45204 -0.983 0.315 -0.511 1.697
C 4.02610 -2.42506 1.90385 0.434 0.366 -0.400 0.002
F 4.21710 -3.00192 3.06538 -0.072 -0.173 0.055 0.001
F 4.76802 -2.99995 0.95622 -0.204 -0.087 0.287 0.000
F 2.75692 -2.45475 1.55968 -0.435 -0.175 -0.090 -0.001
S 4.59313 -0.67215 2.00932 -0.367 0.379 -0.110 0.008
O 4.71294 -0.24343 0.61077 -0.165 0.203 0.043 0.024
O 3.48318 0.01343 2.73178 0.369 -0.190 0.219 0.025
O 5.80700 -0.66398 2.70688 1.033 -0.003 0.721 0.010
C 0.01632 -0.44471 -0.70946 -0.186 -0.165 0.604 0.011
F 0.52996 -1.63009 -0.42325 -0.023 -0.069 0.039 -0.001
F -0.48971 -0.42815 -1.91492 1.868 -3.437 2.346 0.002
F -0.94088 -0.14340 0.17039 0.631 -0.245 0.565 0.002
S 1.35380 0.81504 -0.55449 1.138 -0.245 0.398 0.035
O 2.46076 0.12135 -1.21562 -0.652 -0.157 0.099 0.078
O 0.99642 2.06442 -1.11137 -0.703 0.884 -1.593 0.006
O 1.53647 0.98601 0.87130 0.195 -1.186 0.933 0.064
C 2.38549 -2.18259 -4.54594 0.233 0.081 -0.123 0.003
F 3.08917 -3.13267 -5.14683 -0.185 0.067 0.141 0.000
F 1.21723 -2.02685 -5.15644 -0.061 -0.136 -0.122 0.001
F 2.16596 -2.51883 -3.28039 -0.176 -0.242 0.226 0.000
S 3.30547 -0.58601 -4.58995 -0.778 0.887 0.317 0.007
O 4.13404 -0.58560 -5.72406 0.837 -0.330 -0.895 0.013
O 2.28416 0.44096 -4.55845 -0.110 0.352 0.315 0.000
O 4.02642 -0.62877 -3.30305 1.138 -1.009 0.262 0.085
O 4.12162 1.88665 -2.74822 0.053 0.594 0.098 0.060
H 3.29238 1.84257 -3.26032 0.120 -0.396 -0.013 -0.007
H 4.50878 2.75890 -2.88768 0.141 -0.114 0.133 0.004
O 1.61566 3.45757 1.88278 0.955 0.223 0.859 0.056
H 0.81114 3.76879 1.40004 -0.351 -0.351 -0.126 -0.003
H 2.33346 4.04658 1.62106 0.048 -0.099 0.231 0.000
O -0.04900 4.21571 -2.99825 0.143 -0.141 0.289 0.000
H 0.61697 4.51915 -3.62251 -0.080 0.046 -0.047 0.000
H 0.20068 3.30580 -2.78994 -0.110 -0.025 -0.216 0.000
O -2.39513 0.64089 -1.52731 -1.488 1.126 -0.104 0.000
H -1.49190 0.74152 -1.86314 -1.337 0.769 -0.304 -0.001
H -2.94324 0.59857 -2.31622 -0.084 0.191 -0.026 0.000
O -0.26464 0.70607 -3.54668 0.394 1.987 -2.636 0.000
H -0.73207 0.09806 -4.12907 0.162 0.124 -0.204 0.000
H 0.62222 0.81108 -3.93643 -0.323 -0.196 -0.169 0.000
O -0.21603 1.71760 2.81313 0.230 0.096 0.567 0.087
H -0.65946 1.23853 2.07823 0.025 0.131 0.161 -0.002
H -0.40570 2.65171 2.62821 -0.174 -0.152 0.037 0.002
O -0.43352 3.86066 0.40654 0.089 0.061 -0.333 0.001
H -0.00242 3.60317 -0.42929 -0.269 0.058 0.190 0.000
H -1.38047 3.78809 0.24696 -0.055 0.063 0.178 0.000
C -1.68074 -4.15657 0.52898 -0.462 0.962 -0.608 0.000
C -2.35754 -3.63021 1.78700 0.587 -0.156 0.008 0.000
C -3.86624 -3.47033 1.64323 0.260 -0.158 -0.177 0.000
O -1.99283 -4.39772 2.93739 -0.120 0.093 -0.107 0.000
H -0.61269 -3.94795 0.48953 0.103 -0.408 0.391 0.000
H -2.08055 -3.54683 -0.29546 -0.062 -0.339 -0.087 0.000
H -1.90736 -5.20161 0.32551 0.075 -0.065 0.048 0.000
H -1.92297 -2.64159 1.97423 -0.110 -0.050 0.190 0.000
H -4.27900 -3.40092 2.64788 -0.264 0.194 -0.113 0.000
H -4.33561 -4.29882 1.10472 0.117 -0.157 0.207 0.000
H -4.08021 -2.58245 1.04406 -0.100 0.100 0.222 0.000
H -2.29202 -5.30482 2.80582 0.006 0.029 0.002 0.000
C -3.29328 0.20346 3.02329 0.259 0.670 -0.918 0.002
C -3.85360 1.34232 2.17469 1.164 -0.137 -0.587 -0.001
C -4.35404 2.55207 2.94843 -0.759 0.216 -1.143 0.000
O -2.71658 1.76250 1.32595 -0.269 0.244 0.370 -0.002
H -2.52333 0.66796 3.64388 -0.295 -0.363 0.587 0.000
H -2.76289 -0.46613 2.34285 -0.188 -0.195 0.060 0.000
H -4.07499 -0.34965 3.53309 0.145 0.098 0.432 0.000
H -4.59413 0.96851 1.46567 -0.223 -0.050 0.284 0.000
H -5.15279 2.99582 2.34121 -0.216 -0.074 0.379 0.000
H -3.62771 3.36340 2.94862 0.403 -0.332 0.540 0.000
H -4.74589 2.29663 3.92719 0.090 0.130 0.142 0.000
H -3.03157 1.84486 0.41816 0.172 -0.313 -0.124 0.000

[2]
9
Properties=species:S:1:pos:R:3:forces:R:3:lowdin_charge:R:1 method="wB97M-V/def2-TZVPD" charge=0 smiles="Cl[Si](Cl)(Cl)Cl.O=[SiH]Cl" lumo_ha=-0.0128 homo_lumo_gap_ev=10.55 e_homo_ev=-10.90 spin_multiplicity=1
Cl -0.17333 -1.18828 -1.03780 1.198 -0.831 -1.223 0.351
Si -1.71833 -0.42536 -0.06629 -1.313 -0.725 -1.505 -1.283
Cl -1.94982 1.47907 -0.47744 0.029 1.491 0.097 0.381
Cl -3.33481 -1.30453 -1.03041 0.118 0.039 0.313 0.233
Cl -1.69466 -1.04015 1.76691 -0.206 -0.366 1.964 0.425
O 0.81834 0.51399 1.06267 -0.540 0.114 0.938 -0.523
Si 2.11800 0.51572 0.32035 1.181 -2.325 -0.679 0.027
Cl 2.87247 2.14932 -0.43781 0.695 1.198 -0.571 0.388
H 3.06214 -0.69978 -0.10020 -1.161 1.404 0.665 0.001

[3]
22
Properties=species:S:1:pos:R:3:forces:R:3:mulliken_spin:R:1 method="wB97M-V/def2-TZVPD" charge=-2 lumo_ha="0.2327 / 0.2295" homo_lumo_gap_ev="2.30 / 6.18" e_homo_ev="4.04 / 0.06" spin_multiplicity=2
C -1.20833 0.09693 2.12612 0.038 0.587 -0.285 0.336
C -0.28846 -0.00914 0.88702 -0.897 0.744 0.818 -0.202
C -0.27664 1.31069 0.12043 0.581 0.026 -0.707 0.742
C 0.85956 1.47499 -0.94167 -1.769 -0.460 0.500 -0.953
C 0.42526 2.57409 -1.92700 0.351 -0.206 0.689 3.366
N -0.75543 -1.18648 0.17319 -0.114 0.877 -0.571 -0.045
C 0.21944 -2.03782 -0.54302 0.153 -1.504 0.339 0.073
O 1.15950 -2.62680 0.21186 0.252 0.377 0.054 -0.005
H -1.26162 1.11085 2.53647 0.652 -0.118 0.315 -0.275
H -0.75523 -0.63518 2.78622 -0.531 0.015 0.756 0.108
H -2.26912 -0.09766 1.95407 0.031 -0.563 -0.388 -0.039
H 0.68181 -0.10231 1.36995 0.667 -0.494 -0.346 -0.007
H -1.19707 1.37704 -0.45912 -0.240 0.112 0.262 -0.218
H -0.19683 2.14725 0.82213 -0.276 -0.008 0.070 -0.120
H 0.89140 0.46478 -1.34205 0.590 0.228 -0.601 0.459
H 1.79416 1.73978 -0.44683 0.161 -0.179 -0.117 -0.246
H 0.55917 3.51814 -1.38433 0.250 0.288 -0.488 -0.145
H 0.95051 2.50307 -2.88137 0.109 0.441 -0.024 -1.805
H -0.65274 2.58671 -2.10405 -0.026 -0.324 -0.181 -0.048
H -1.26600 -1.74646 0.83865 0.203 -0.381 -0.028 -0.017
H 0.59361 -1.46534 -1.41594 0.035 0.261 0.112 0.054
H -0.43562 -2.83344 -1.00203 -0.223 0.282 -0.179 -0.012

[4]
15
Properties=species:S:1:pos:R:3:forces:R:3:lowdin_charge:R:1 method="wB97M-V/def2-TZVPD" charge=0 smiles=NCCN.O lumo_ha=0.0302 homo_lumo_gap_ev=10.27 e_homo_ev=-9.45 spin_multiplicity=1
N -1.56036 0.90136 1.12265 0.367 -0.140 -0.179 -0.018
C -1.23838 1.08493 -0.29361 -0.043 0.457 0.038 -0.295
C -0.58459 -0.16975 -0.85528 0.415 0.158 0.003 -0.287
N 0.47129 0.12239 -1.83928 0.563 0.347 0.230 -0.014
H -2.22759 0.15161 1.23170 -0.202 0.045 0.136 0.064
H -1.93551 1.74822 1.52055 -0.208 0.007 0.071 0.060
H -0.57154 1.95594 -0.36706 0.120 -0.326 0.039 0.108
H -2.10506 1.35805 -0.89176 -0.270 -0.012 -0.193 0.101
H -0.20946 -0.71643 0.00606 0.192 -0.171 0.161 0.085
H -1.31976 -0.80544 -1.33616 -0.251 -0.115 -0.066 0.101
H 0.87313 1.03864 -1.64762 -0.313 0.009 -0.068 0.053
H 1.27817 -0.47977 -1.69488 -0.342 -0.294 -0.185 0.053
O 2.51134 -1.75761 1.58017 -0.401 0.266 -0.156 -0.062
H 2.82330 -1.48512 0.71043 0.088 -0.063 0.071 0.025
H 1.65125 -1.31546 1.65862 0.287 -0.168 0.097 0.028

[5]
46
Properties=species:S:1:pos:R:3:forces:R:3:lowdin_charge:R:1 method="wB97M-V/def2-TZVPD" charge=+1 lumo_ha=-0.0991 homo_lumo_gap_ev=8.91 e_homo_ev=-11.60 spin_multiplicity=1
C -1.79261 -3.61211 0.16456 1.622 -0.486 0.475 0.151
C -0.89715 -2.78292 0.30777 -1.901 1.414 1.071 -0.078
C -0.07287 -1.59496 0.87740 2.268 -2.707 -0.098 -0.182
C 1.44569 -2.17875 0.75286 -1.092 -1.622 -0.595 -0.099
O 1.75681 -2.05468 -0.66706 -1.200 2.522 2.382 -0.058
C 1.02324 -0.85566 -1.04850 -0.336 -1.471 -4.863 -0.305
C 1.90479 0.09708 -1.92176 1.074 0.951 0.232 -0.079
C 3.11579 0.81035 -1.22417 3.104 1.593 0.367 -0.177
C 4.26255 1.22396 -2.13576 0.547 0.904 2.887 -0.023
C 5.45830 1.95969 -1.59066 -1.754 -0.408 1.393 -0.057
C 5.59315 2.34247 -0.13427 -3.376 -2.073 -0.850 -0.054
C 4.46562 1.91253 0.76903 -0.064 -0.381 -2.956 -0.057
C 3.26686 1.17246 0.20749 1.714 0.684 -1.300 -0.049
N 0.09326 -0.35223 0.00407 1.552 -0.799 1.990 -0.058
Si -1.38308 0.63444 -0.41172 -3.581 2.321 -0.430 0.575
C -1.31901 1.56251 -2.06650 1.655 0.385 -0.101 -0.183
C -3.04076 -0.28806 -0.34790 -0.468 -0.182 -0.305 -0.184
C -1.49948 2.00747 0.94911 1.476 -0.607 0.628 -0.156
H -2.33604 -4.59921 0.14441 0.693 1.850 -0.264 0.087
H -0.14780 -1.36050 1.98059 -0.978 -0.087 -1.409 0.180
H 2.22577 -1.71319 1.42088 -0.893 -0.411 -0.675 0.143
H 1.25727 -3.28807 0.88789 1.029 1.300 0.453 0.143
H 0.29565 -1.29442 -1.82097 0.645 0.753 0.942 0.174
H 1.33183 0.90992 -2.48277 0.285 -1.210 0.988 0.120
H 2.34928 -0.54533 -2.75448 -0.724 0.580 1.279 0.147
H 4.25263 1.01068 -3.24862 -0.121 0.187 1.599 0.110
H 6.27672 2.26710 -2.31100 -1.172 -0.489 0.997 0.102
H 6.46352 2.91656 0.28604 -1.055 -0.778 -0.703 0.101
H 4.46213 2.16598 1.86858 0.086 -0.357 -1.483 0.098
H 2.46141 0.90989 0.94474 0.895 0.272 -0.722 0.070
H 0.57070 0.26599 0.69586 0.086 -0.181 -0.841 0.123
H -0.56403 2.41531 -1.95326 -0.986 -0.996 -0.216 0.055
H -2.32490 2.04347 -2.22854 0.954 -0.744 0.030 0.065
H -0.94522 0.94378 -2.93716 -0.880 0.724 0.781 0.046
H -3.82948 0.49936 -0.09586 1.160 -0.870 -0.197 0.063
H -3.10844 -1.07621 0.45283 -0.125 0.715 -1.026 0.022
H -3.34215 -0.66958 -1.38211 0.521 0.107 1.491 0.064
H -0.62773 1.84994 1.68011 -1.100 0.430 -0.702 0.039
H -2.43579 1.91573 1.56779 0.898 0.280 -0.835 0.051
H -1.33318 3.03012 0.49840 -0.462 -1.104 0.564 0.053
C -5.44360 -1.44797 3.07131 -0.202 -0.136 -0.163 -0.152
O -5.50836 -0.93011 1.74751 0.073 -0.011 -0.163 -0.145
H -4.76636 -0.82735 3.65728 -0.053 0.017 -0.111 0.077
H -6.43632 -1.42696 3.52612 0.109 -0.061 0.193 0.081
H -5.06615 -2.47361 3.04997 -0.003 -0.012 0.223 0.075
H -6.11243 -1.49495 1.25047 0.082 0.194 0.043 0.082

Short version: largest force on an atom = 4.562 2.695 1.895 0.700 5.092 eV/A, in the order given.
Short version: ΔE to the lowest compared entry with this formula, charge and spin = 0.000 2.036 0.624 0.513 4.081 eV, in the order given.
Short version: electronic energy = -4046.7211 -2956.0305 -366.8228 -266.9254 -1119.5527 Eh, in the order given.